No. 1
This record from OMol25 describes a molecular structure, C30H39GeN4O5V. The level of theory is ωB97M-V/def2-TZVPD.

Values from the calculation:
* gap between HOMO and LUMO (spin up / spin down): 6.01 / 5.62 eV
* electronic energy: -130143.2551 eV
* energy above the lowest of the compared OMol25 structures with the same formula, charge and spin: 0.091 eV
* multiplicity: 2
* strongest force on any atom: 1.87 eV/A
* total charge: +1

Last column: Mulliken spin population.
Cartesian coordinates (Å):
V (-0.3028, -0.0408, -0.4071)  0.803
O (0.5226, -4.0458, -1.0213)  0.020
C (-0.0268, -2.9987, -0.7741)  -0.015
N (0.1662, -1.7795, -1.3883)  -0.003
C (0.7704, -1.6464, -2.5955)  0.029
C (1.4946, -2.6040, -3.3383)  -0.007
C (1.9758, -2.2512, -4.5726)  0.014
C (1.7527, -0.9718, -5.1098)  0.023
C (1.0220, -0.0325, -4.4271)  -0.011
C (0.5242, -0.3631, -3.1582)  0.062
N (-0.2663, 0.4102, -2.3453)  -0.003
C (-1.2355, 1.2158, -2.9171)  -0.012
O (-1.3166, 1.5499, -4.0742)  0.015
C (-2.2579, 1.6321, -1.9072)  -0.012
C (-3.2817, 2.5035, -2.2278)  -0.001
C (-4.1525, 2.8923, -1.2218)  0.000
C (-3.9344, 2.4336, 0.0697)  0.000
C (-2.8767, 1.5724, 0.3046)  0.020
N (-2.0859, 1.1400, -0.6782)  0.019
C (-1.2016, -2.9109, 0.1441)  0.018
C (-1.7757, -4.0644, 0.6444)  0.001
C (-3.0122, -3.9739, 1.2635)  -0.001
C (-3.6192, -2.7325, 1.3321)  -0.001
C (-2.9460, -1.6246, 0.8393)  0.000
N (-1.7398, -1.6936, 0.2787)  -0.013
H (1.6697, -3.5871, -2.9293)  -0.001
H (2.5458, -2.9691, -5.1465)  0.001
H (2.1626, -0.7296, -6.0797)  0.002
H (0.8330, 0.9449, -4.8445)  -0.001
H (-3.3665, 2.8595, -3.2439)  0.000
H (-4.9690, 3.5672, -1.4347)  0.000
H (-4.5590, 2.7517, 0.8906)  0.000
H (-2.6160, 1.2494, 1.3041)  0.002
H (-1.2614, -5.0024, 0.4966)  0.000
H (-3.5005, -4.8538, 1.6570)  0.000
H (-4.6008, -2.6072, 1.7634)  0.000
H (-3.4107, -0.6517, 0.8967)  0.004
C (0.2138, 0.1148, 4.4997)  -0.001
C (-0.6954, -0.4507, 3.4081)  0.003
C (-0.6434, -1.9732, 3.4865)  0.002
C (-2.1111, 0.0674, 3.6431)  -0.003
O (-0.2761, -0.0190, 2.0991)  0.011
Ge (1.4183, 0.7614, 1.8425)  -0.005
O (1.6865, -0.5311, 0.4883)  0.062
C (3.0576, -0.8587, 0.1182)  -0.004
C (4.0114, -0.5094, 1.2620)  -0.002
C (3.1656, -2.3562, -0.1220)  0.000
C (3.4608, -0.0519, -1.1125)  0.012
O (0.4394, 1.6009, 0.2968)  -0.021
C (0.6560, 3.0047, -0.0337)  -0.008
C (1.8241, 3.5286, 0.8042)  -0.003
C (-0.5880, 3.8169, 0.3153)  -0.001
C (1.0209, 3.1769, -1.5048)  0.006
H (-0.1604, -0.1978, 5.4738)  0.000
H (1.2379, -0.2534, 4.4089)  0.001
H (0.2335, 1.2062, 4.4797)  0.000
H (-0.9134, -2.3176, 4.4846)  0.000
H (-1.3243, -2.4304, 2.7786)  0.000
H (0.3674, -2.3194, 3.2653)  0.000
H (-2.4721, -0.2267, 4.6279)  0.000
H (-2.1229, 1.1566, 3.5854)  0.000
H (-2.8052, -0.3377, 2.9051)  0.000
H (3.7180, -1.0007, 2.1924)  0.000
H (5.0052, -0.8662, 0.9963)  0.000
H (4.0872, 0.5643, 1.4391)  0.000
H (2.8601, -2.9023, 0.7713)  0.000
H (2.5587, -2.6880, -0.9511)  0.001
H (4.1988, -2.6191, -0.3455)  0.000
H (3.3908, 1.0173, -0.8993)  -0.001
H (4.4926, -0.2724, -1.3830)  0.000
H (2.8368, -0.2772, -1.9748)  0.000
H (1.6132, 3.4870, 1.8734)  0.000
H (2.7423, 2.9725, 0.6024)  0.000
H (2.0050, 4.5705, 0.5457)  0.001
H (-0.9260, 3.5823, 1.3260)  0.000
H (-0.3489, 4.8791, 0.2763)  0.000
H (-1.3992, 3.6461, -0.3865)  0.001
H (1.8217, 2.4954, -1.7907)  -0.001
H (0.1732, 3.0256, -2.1655)  0.000
H (1.3655, 4.1969, -1.6687)  0.000

***

No. 2
This record from OMol25 describes 14 unconnected molecules or ions with the total composition C44H113N13O14. The level of theory is ωB97M-V/def2-TZVPD.

Values from the calculation:
* gap between HOMO and LUMO: 7.72 eV
* electronic energy: -95492.2372 eV
* strongest force on any atom: 6.98 eV/A
* total charge: 0

Last column: Löwdin charge in e.
Cartesian coordinates (Å):
C (1.2813, -5.9963, 4.6181)  -0.015
C (1.8672, -4.5806, 4.1650)  -0.474
C (1.0267, -3.5160, 4.9536)  -0.150
C (1.2719, -3.5374, 6.4492)  -0.167
C (2.7776, -3.2984, 6.7322)  -0.124
C (3.7502, -4.2246, 5.9101)  -0.437
N (3.2742, -4.4348, 4.4877)  -0.133
O (4.1477, -5.2498, 3.7425)  -0.004
C (5.1769, -3.5771, 5.9654)  -0.030
C (3.8166, -5.6417, 6.5771)  -0.037
C (1.5745, -4.2313, 2.6737)  -0.023
H (1.4185, -6.3071, 5.6538)  0.055
H (1.8173, -6.7270, 4.0124)  0.075
H (0.2266, -6.0280, 4.3449)  0.077
H (1.3341, -2.5490, 4.5554)  0.092
H (-0.0285, -3.6656, 4.7247)  0.120
H (0.9608, -4.4935, 6.8701)  0.100
H (0.7387, -2.6874, 6.8751)  0.108
H (3.0655, -3.3896, 7.7796)  0.115
H (3.0551, -2.2625, 6.5372)  0.093
H (5.1146, -2.7430, 5.2665)  0.063
H (5.4608, -3.2337, 6.9602)  0.085
H (5.8964, -4.3038, 5.5881)  0.077
H (4.7199, -5.7176, 7.1824)  0.074
H (2.9238, -5.9232, 7.1356)  0.067
H (3.9693, -6.4237, 5.8333)  0.075
H (1.9751, -3.2306, 2.5117)  0.067
H (0.5477, -4.3393, 2.3244)  0.075
H (2.0660, -4.9866, 2.0604)  0.080
H (4.3529, -4.5735, 3.0928)  0.101
C (-2.6144, 0.9438, -2.4765)  0.009
C (-1.2848, 0.1246, -2.7278)  -0.460
C (-0.0981, 1.0219, -2.7422)  -0.132
C (0.3034, 1.6552, -1.3711)  -0.157
C (0.3763, 0.6260, -0.2781)  -0.112
C (-0.7433, -0.4995, -0.2394)  -0.414
N (-1.1461, -0.8950, -1.6343)  -0.088
O (-2.0731, -1.9209, -1.7209)  -0.037
C (-0.0714, -1.6800, 0.5043)  -0.037
C (-1.9417, -0.1208, 0.6545)  -0.025
C (-1.3852, -0.5699, -4.1172)  0.005
H (-3.4137, 0.2351, -2.2602)  0.078
H (-2.8509, 1.5473, -3.3528)  0.057
H (-2.5411, 1.8214, -1.8342)  0.052
H (0.7508, 0.4039, -3.0346)  0.090
H (-0.2234, 1.7327, -3.5590)  0.112
H (-0.3859, 2.4811, -1.1957)  0.090
H (1.2386, 2.2133, -1.4173)  0.084
H (0.3220, 1.1284, 0.6877)  0.111
H (1.3674, 0.1858, -0.3874)  0.096
H (0.9132, -1.8855, 0.0843)  0.067
H (0.0935, -1.4402, 1.5547)  0.078
H (-0.6586, -2.5983, 0.4957)  0.073
H (-1.5507, 0.0612, 1.6555)  0.079
H (-2.3969, 0.7947, 0.2768)  0.062
H (-2.7292, -0.8708, 0.7295)  0.080
H (-1.3846, 0.0957, -4.9804)  0.077
H (-2.2417, -1.2419, -4.0628)  0.050
H (-0.4945, -1.1951, -4.1791)  0.075
H (-2.9284, -1.6021, -1.4234)  0.054
C (3.2791, -0.5381, 3.8633)  -0.072
C (4.0233, 0.5208, 3.1031)  -0.487
C (3.7518, 0.2315, 1.5954)  -0.110
C (4.0428, 1.3818, 0.5866)  -0.150
C (3.3648, 2.6750, 1.0975)  -0.131
C (3.6964, 3.0166, 2.5993)  -0.452
N (3.4182, 1.8337, 3.4641)  -0.113
O (3.5320, 2.0507, 4.8147)  0.000
C (5.1089, 3.6680, 2.6620)  -0.039
C (2.7416, 4.1560, 2.9998)  -0.050
C (5.5142, 0.3190, 3.4784)  -0.008
H (2.2082, -0.3793, 3.9903)  0.087
H (3.5402, -0.6064, 4.9194)  0.067
H (3.5026, -1.5081, 3.4192)  0.080
H (4.4882, -0.5096, 1.2847)  0.109
H (2.7613, -0.1986, 1.4472)  0.098
H (3.7152, 1.1382, -0.4241)  0.099
H (5.1126, 1.5593, 0.4767)  0.103
H (2.2892, 2.5584, 0.9650)  0.092
H (3.6001, 3.5185, 0.4485)  0.103
H (5.7785, 3.0685, 2.0453)  0.062
H (5.1659, 4.6573, 2.2080)  0.080
H (5.6413, 3.7888, 3.6054)  0.084
H (1.7244, 3.7969, 3.1561)  0.056
H (3.0406, 4.5611, 3.9666)  0.083
H (2.6560, 4.9480, 2.2559)  0.073
H (6.0910, 1.2283, 3.3097)  0.065
H (5.9322, -0.5004, 2.8935)  0.088
H (5.5221, 0.2294, 4.5647)  0.079
H (2.6298, 2.1699, 5.1203)  0.106
C (-3.0970, 4.0604, -0.1495)  -0.801
O (-4.0435, 3.3566, -0.3047)  0.072
N (-2.7177, 4.6125, 0.9820)  0.179
N (-2.3618, 4.5010, -1.1165)  0.189
H (-1.9418, 5.2516, 1.0804)  0.090
H (-3.2676, 4.4523, 1.8139)  0.089
H (-1.7092, 5.2386, -0.8926)  0.059
H (-2.5493, 4.2601, -2.0793)  0.103
C (-2.6669, 3.6462, -5.7147)  -0.859
O (-2.3507, 3.8670, -4.5723)  0.030
N (-1.8875, 4.0091, -6.6573)  0.182
N (-3.7986, 3.2051, -6.0755)  0.202
H (-2.1917, 3.9224, -7.6165)  0.119
H (-1.1461, 4.6056, -6.3188)  0.120
H (-4.4308, 2.7729, -5.4171)  0.137
H (-3.7383, 3.0789, -7.0758)  0.113
C (-5.1872, 1.0405, 2.6742)  -0.764
O (-5.9180, 0.3279, 2.0899)  0.062
N (-5.6197, 1.3835, 3.8429)  0.155
N (-4.1182, 1.7460, 2.3168)  0.203
H (-6.4131, 0.8447, 4.1596)  0.121
H (-5.2048, 2.1590, 4.3394)  0.084
H (-3.7170, 2.4558, 2.9128)  0.036
H (-3.7021, 1.5753, 1.4125)  0.071
C (-5.2280, -2.4225, 0.0662)  -0.769
O (-4.8603, -1.4599, -0.6038)  0.020
N (-5.7128, -2.4073, 1.2425)  0.184
N (-5.4077, -3.6158, -0.4042)  0.167
H (-5.8350, -1.5302, 1.7282)  0.071
H (-6.1141, -3.2276, 1.6741)  0.119
H (-5.5417, -3.7124, -1.4006)  0.069
H (-5.4998, -4.3794, 0.2504)  0.110
C (-5.6484, -3.1007, -4.0829)  -0.798
O (-6.0427, -3.9017, -3.2727)  0.047
N (-6.3903, -2.5452, -4.9429)  0.163
N (-4.5336, -2.4527, -4.1300)  0.182
H (-6.0255, -1.6816, -5.3186)  0.118
H (-7.3502, -2.8511, -4.8716)  0.134
H (-4.3745, -1.6981, -4.7822)  0.106
H (-3.7719, -2.5456, -3.4732)  0.094
C (-2.6135, -5.3581, 0.4268)  -0.071
C (-2.3071, -5.2008, -1.0838)  -0.302
O (-1.1852, -4.4351, -1.3552)  -0.100
H (-1.6840, -5.3415, 0.9959)  0.058
H (-3.1888, -6.2655, 0.6102)  0.067
H (-3.1919, -4.5315, 0.8395)  0.045
H (-3.0981, -4.5957, -1.5268)  0.090
H (-2.2767, -6.1697, -1.5821)  0.114
H (-1.3554, -3.4904, -1.3635)  0.027
C (2.5319, -1.6802, -3.8301)  -0.063
C (1.7809, -2.4225, -2.6258)  -0.286
O (1.2389, -3.6916, -3.0396)  -0.081
H (1.8185, -1.6029, -4.6505)  0.054
H (3.3953, -2.2449, -4.1820)  0.064
H (2.8305, -0.6757, -3.5299)  0.050
H (0.9553, -1.7909, -2.2979)  0.062
H (2.4409, -2.5287, -1.7649)  0.096
H (0.6860, -4.0752, -2.3549)  0.042
C (1.7131, 5.0138, -1.6771)  -0.070
C (1.0715, 5.4274, -0.4251)  -0.346
O (-0.1707, 6.0481, -0.5574)  -0.079
H (1.0329, 4.4597, -2.3240)  0.078
H (2.5649, 4.3972, -1.3904)  0.074
H (2.0257, 5.9055, -2.2206)  0.087
H (1.6298, 6.2564, 0.0097)  0.119
H (1.0850, 4.6363, 0.3247)  0.101
H (-0.3748, 6.2975, 0.3468)  0.084
C (-0.7711, 0.5347, -8.1799)  -0.071
C (-0.1717, 0.0456, -9.5308)  -0.369
O (-0.3735, 1.0824, -10.3755)  -0.064
H (-0.7338, -0.2876, -7.4654)  0.065
H (-1.8038, 0.8405, -8.3480)  0.065
H (-0.1352, 1.3677, -7.8801)  0.062
H (-0.5752, -0.8812, -9.9386)  0.110
H (0.8783, -0.1635, -9.3264)  0.107
H (0.1034, 0.9282, -11.1943)  0.095
C (2.2855, 2.1457, -5.1823)  -0.079
C (1.7774, 3.4895, -5.7099)  -0.314
O (2.8012, 4.4405, -5.4602)  -0.089
H (1.4915, 1.4055, -5.2821)  0.059
H (2.4708, 2.2653, -4.1149)  0.065
H (3.2419, 1.8114, -5.5843)  0.081
H (0.8592, 3.7883, -5.2043)  0.092
H (1.6591, 3.4836, -6.7934)  0.103
H (2.4251, 5.3102, -5.3063)  0.076
C (-1.3190, 2.8534, 3.6794)  -0.060
C (-2.1407, 3.9880, 4.3263)  -0.264
O (-3.5320, 3.6433, 4.2100)  -0.132
H (-1.5781, 2.8372, 2.6208)  0.053
H (-1.4953, 1.9150, 4.2051)  0.087
H (-0.2397, 2.9865, 3.7543)  0.051
H (-1.9770, 4.9489, 3.8385)  0.100
H (-2.0490, 4.1410, 5.4016)  0.114
H (-3.9982, 4.3820, 4.6081)  0.104

***

No. 3
This record from OMol25 describes C3H6N2O3 in the gas phase. The level of theory is ωB97M-V/def2-TZVPD.

Values from the calculation:
* gap between HOMO and LUMO: 10.74 eV
* SMILES: NN(C=O)CC(=O)O
* electronic energy: -12329.3994 eV
* energy above the lowest of the compared OMol25 structures with the same formula, charge and spin: 2.829 eV
* strongest force on any atom: 3.45 eV/A
* total charge: 0

Last column: natural (NBO) charge in e.
Cartesian coordinates (Å):
N (-0.5701, -1.6341, -0.6547)  -0.614
N (-0.1977, -0.6768, 0.2219)  -0.271
C (-1.1468, -0.2911, 1.1368)  0.534
O (-1.0254, 0.6475, 1.9589)  -0.651
C (1.0244, 0.0460, 0.0419)  -0.370
C (0.7922, 1.3019, -0.7292)  0.784
O (1.4750, 1.5082, -1.6980)  -0.548
O (-0.2949, 2.0118, -0.1678)  -0.725
H (0.1419, -2.2609, -0.9670)  0.357
H (-0.6067, -1.1980, -1.5800)  0.337
H (-2.2356, -0.8408, 1.1013)  0.176
H (1.3431, 0.3502, 0.9961)  0.245
H (1.8952, -0.5711, -0.3974)  0.238
H (-0.5946, 1.6070, 0.7371)  0.508

***

No. 4
This record from OMol25 describes a molecular structure, C5H12N3S. The level of theory is ωB97M-V/def2-TZVPD.

Values from the calculation:
* gap between HOMO and LUMO: 9.07 eV
* electronic energy: -20674.0465 eV
* energy above the lowest of the compared OMol25 structures with the same formula, charge and spin: 4.806 eV
* strongest force on any atom: 3.34 eV/A
* total charge: +1

Last column: natural (NBO) charge in e.
Cartesian coordinates (Å):
C (-1.1932, -2.3429, -0.9131)  0.468
C (1.5121, -2.7597, -1.7848)  -0.554
C (1.0082, 1.8226, 1.0171)  -0.618
C (-0.4993, 1.8675, 0.7491)  -0.412
C (-0.7866, 0.8847, -0.4510)  -0.254
N (-1.8929, -3.3230, -1.0232)  -0.640
N (-0.9592, -1.4344, 0.0274)  -0.494
N (-0.0437, -0.3557, -0.2690)  -0.425
S (0.3570, -1.6140, -2.0486)  0.587
H (2.5433, -2.3687, -1.9288)  0.263
H (1.1894, -3.5077, -1.0926)  0.235
H (1.1165, 2.5657, 1.6979)  0.242
H (1.3659, 0.9521, 1.5040)  0.194
H (1.4215, 2.0473, 0.0420)  0.218
H (-0.8816, 2.8724, 0.5148)  0.243
H (-1.1841, 1.6202, 1.6037)  0.214
H (-1.7663, 0.5202, -0.7578)  0.225
H (-0.3235, 1.4309, -1.4068)  0.214
H (-2.1949, -3.9594, -1.7869)  0.451
H (-1.6498, -1.2627, 0.7945)  0.425
H (0.5986, -0.3687, 0.5571)  0.418

***

No. 5
This record from OMol25 describes a molecular structure, C2HBrClO2. The level of theory is ωB97M-V/def2-TZVPD.

Values from the calculation:
* gap between HOMO and LUMO: 7.16 eV
* electronic energy: -88750.9587 eV
* energy above the lowest of the compared OMol25 structures with the same formula, charge and spin: 0.348 eV
* strongest force on any atom: 3.94 eV/A
* total charge: -1

Last column: natural (NBO) charge in e.
Cartesian coordinates (Å):
C (0.7328, -0.9711, 0.3308)  0.917
C (-0.3211, 0.5397, -0.2870)  -0.594
O (1.3257, -1.3998, -0.6112)  -0.700
O (0.4339, -1.1069, 1.4492)  -0.671
Cl (-1.8878, 0.0026, 0.2201)  -0.078
Br (-0.0158, 2.2906, 0.4215)  -0.067
H (-0.2677, 0.6449, -1.5235)  0.194